# 1
The following is a DFT calculation (ωB97M-V/def2-TZVPD) of C37H53N3O2P3PdS as an isolated structure in a non-equilibrium geometry.

Results
- Net charge: +1
- Multiplicity: 5
- Frontier orbital gap (alpha / beta): 1.61 / 1.99 eV
- LUMO (alpha / beta): -7.653 / -7.426 eV
- ΔE to the lowest compared entry with this formula, charge and spin: 905.0 kJ/mol
- Calculated total energy: -3305.9907 Eh

Atoms and positions in Å:
Pd: 0.3366 -0.4376 0.3705
C: 1.4390 -4.8642 3.1388
C: 0.3547 -3.8243 2.8647
C: -0.0999 -3.1963 4.1845
P: 0.7084 -2.5329 1.5984
C: 1.4778 -3.4975 0.1537
C: 0.4482 -4.4687 -0.4397
C: 2.0098 -2.5897 -0.9744
C: 2.1257 -1.5358 2.2877
C: 3.3631 -2.1331 2.5400
C: 4.4479 -1.3900 2.9861
C: 4.3192 -0.0210 3.1457
C: 3.1102 0.6108 2.8793
C: 1.9565 -0.1085 2.4825
N: 0.6994 0.3926 2.2013
C: 0.0730 1.6082 2.3914
C: 0.4566 2.6074 3.2864
C: -0.2164 3.8237 3.3705
C: -1.3198 4.0662 2.5731
C: -1.7923 3.0617 1.7314
C: -1.1594 1.8273 1.6588
P: -1.9108 0.4088 0.7124
C: -3.2275 1.0679 -0.3788
C: -4.5750 1.4056 0.2537
C: -3.4603 0.1171 -1.5625
C: -2.6222 -0.6042 2.0712
C: -3.3299 -1.8554 1.5455
C: -3.4925 0.1088 3.1051
H: 1.0310 -5.6721 3.7536
H: 2.2805 -4.4455 3.6941
H: 1.8206 -5.3257 2.2259
H: -0.5081 -4.3745 2.4692
H: 0.7002 -2.6191 4.6563
H: -0.4084 -3.9719 4.8902
H: -0.9558 -2.5306 4.0442
H: 2.3334 -4.0756 0.5156
H: -0.4259 -3.9462 -0.8261
H: 0.1021 -5.1961 0.3001
H: 0.8894 -5.0342 -1.2656
H: 1.2427 -1.9648 -1.4079
H: 2.4284 -3.1987 -1.7823
H: 2.8096 -1.9324 -0.6205
H: 3.5058 -3.1912 2.3655
H: 5.3964 -1.8749 3.1793
H: 5.1684 0.5750 3.4575
H: 3.0925 1.6703 2.9474
H: 1.2827 2.4353 3.9658
H: 0.1312 4.5756 4.0684
H: -1.8360 5.0159 2.6290
H: -2.6832 3.2651 1.1528
H: -2.8313 1.9906 -0.8187
H: -5.1234 0.5082 0.5469
H: -5.2030 1.9354 -0.4682
H: -4.4843 2.0499 1.1290
H: -3.8663 -0.8460 -1.2414
H: -2.5386 -0.0767 -2.1081
H: -4.1696 0.5551 -2.2695
H: -1.7533 -0.9621 2.6317
H: -4.2688 -1.6134 1.0413
H: -3.5692 -2.5310 2.3708
H: -2.7041 -2.4112 0.8399
H: -4.4742 0.3810 2.7182
H: -3.0193 1.0102 3.4997
H: -3.6689 -0.5548 3.9571
S: 0.8904 0.4666 -6.2144
C: 0.5395 0.3570 -4.4682
C: -0.1630 -0.7166 -3.9584
C: -0.4052 -0.7578 -2.5990
N: 0.0120 0.1876 -1.7101
C: 0.6902 1.2032 -2.2485
C: 0.9807 1.3340 -3.6011
C: -0.5627 1.3481 -6.7589
C: -1.6911 0.6547 -7.1721
C: -2.7903 1.3867 -7.5927
N: -2.8249 2.7235 -7.6282
C: -1.7223 3.3701 -7.2341
C: -0.5709 2.7349 -6.7959
H: -0.5232 -1.5125 -4.5967
H: -0.9584 -1.5773 -2.1703
H: 1.0051 1.9327 -1.5639
H: 1.5426 2.1894 -3.9544
H: -1.7249 -0.4271 -7.1722
H: -3.6972 0.8916 -7.9230
H: -1.7796 4.4524 -7.2793
H: 0.2910 3.3165 -6.4952
O: -0.1116 -1.8216 -0.5438
C: 2.4479 3.2400 1.5875
P: 2.1350 2.1010 0.2516
C: 2.5733 3.0354 -1.2260
C: 3.3763 0.8209 0.3542
O: 0.6945 1.5534 0.2366
H: 3.4790 3.6041 1.5460
H: 2.2970 2.7778 2.5329
H: 1.7765 4.0978 1.5190
H: 3.6005 3.4007 -1.1560
H: 1.9097 3.8958 -1.3457
H: 2.4960 2.4222 -2.1130
H: 4.3784 1.2568 0.3494
H: 3.2885 0.1468 -0.5043
H: 3.2783 0.2451 1.2294



# 2
The following is a DFT calculation (ωB97M-V/def2-TZVPD) of a 5-piece molecular cluster, C37H54BFN3O11S4 overall in a non-equilibrium geometry.

Results
- Net charge: +1
- Frontier orbital gap: 6.16 eV
- LUMO: -4.491 eV
- Calculated total energy: -4150.9827 Eh

Atoms and positions in Å:
C: -4.6134 -0.1302 -7.8915
C: -3.1510 -0.8303 -7.8973
C: -2.8885 -2.0190 -8.8615
C: -1.4609 -2.6422 -8.8813
C: -0.2834 -2.1356 -7.9689
C: -0.5448 -0.9558 -7.0049
C: 0.5179 -0.2682 -6.0370
C: 1.2613 -1.2582 -5.0386
C: 0.4957 -2.2627 -4.0905
C: -1.1133 -2.3838 -4.1127
O: -1.5600 -3.3036 -4.8555
O: -1.9727 -1.5753 -3.3436
C: 1.2462 -3.1907 -3.0847
C: 0.5246 -4.1874 -2.0767
C: -0.6344 -3.6832 -1.1877
C: -1.1499 -4.8122 -0.2803
C: -0.5175 -6.1958 -0.3572
N: 0.5149 -6.7171 -1.1887
C: 0.9617 -5.6413 -2.0009
C: 2.7989 -3.1033 -3.0929
N: 3.4989 -2.2015 -3.9644
F: 4.8561 -2.1889 -3.9141
C: 2.8262 -1.2990 -4.8979
B: 3.8353 -0.3515 -5.7974
O: 4.1744 -0.6801 -7.1527
N: 4.4423 0.8877 -5.1994
C: 5.9018 0.6759 -4.8968
C: 3.8041 1.1523 -3.8440
C: -1.9913 -0.3412 -7.0030
H: -5.4324 -0.9088 -7.7392
H: -4.7732 0.3739 -8.9206
H: -4.6338 0.6864 -7.0763
H: -3.7539 -2.3517 -9.5254
H: -1.3045 -3.4974 -9.6379
H: 0.7449 -2.6263 -8.0208
H: 1.2085 0.3659 -6.6916
H: -0.0566 0.4871 -5.3724
H: -2.8849 -1.8855 -3.5986
H: -1.0475 -2.6248 -1.1896
H: -2.0061 -4.6098 0.4506
H: -0.9419 -6.9726 0.3860
H: 1.8327 -5.9269 -2.7066
H: 3.4237 -3.7672 -2.3877
H: 4.0810 0.1101 -7.7439
H: 6.0887 0.1372 -3.9041
H: 6.4538 1.6876 -4.8356
H: 6.3935 0.0379 -5.7278
H: 4.0884 0.3482 -3.0811
H: 4.2583 2.1541 -3.4824
H: 2.6788 1.3279 -3.9295
H: -2.2045 0.5358 -6.3006
C: 2.8202 4.0889 -7.8034
C: 2.7804 4.5859 -6.3569
C: 1.3334 4.9739 -6.0447
S: 0.3043 3.9553 -7.0961
O: -0.3780 4.8088 -8.0379
O: -0.3977 2.9859 -6.2814
C: 1.6422 3.1341 -7.9450
H: 3.7663 3.5960 -8.0369
H: 2.7011 4.9347 -8.4880
H: 3.0994 3.7807 -5.6861
H: 3.4567 5.4292 -6.2007
H: 1.0821 4.7847 -5.0004
H: 1.1375 6.0189 -6.2908
H: 1.3644 2.9446 -8.9817
H: 1.8363 2.1913 -7.4288
C: -1.4262 -0.4158 2.4890
C: -2.6475 -0.4744 3.4091
C: -3.6417 -1.4581 2.7897
S: -2.6688 -2.6276 1.8497
O: -2.9864 -2.4691 0.4459
O: -2.7033 -3.9156 2.5067
C: -1.0866 -1.8638 2.1610
H: -0.5857 0.0959 2.9626
H: -1.6798 0.1269 1.5719
H: -2.3429 -0.8325 4.3969
H: -3.0997 0.5105 3.5434
H: -4.2090 -1.9912 3.5537
H: -4.3247 -0.9569 2.1012
H: -0.4443 -1.9673 1.2864
H: -0.6368 -2.3670 3.0199
C: -1.4375 1.5003 8.3355
C: -2.6587 1.4414 9.2539
C: -3.6530 0.4576 8.6319
S: -2.6788 -0.7114 7.6918
O: -2.9949 -0.5517 6.2876
O: -2.7144 -1.9989 8.3471
C: -1.0975 0.0524 8.0061
H: -0.5986 2.0112 8.8103
H: -1.6903 2.0437 7.4188
H: -2.3549 1.0830 10.2410
H: -3.1104 2.4258 9.3885
H: -4.2212 -0.0764 9.3942
H: -4.3351 0.9596 7.9433
H: -0.4543 -0.0501 7.1321
H: -0.6487 -0.4516 8.8650
C: 0.6842 1.5330 13.3487
C: 1.9218 2.1426 12.6871
C: 1.4399 3.0034 11.5176
S: -0.2070 3.5558 11.9485
O: -1.1485 2.9650 11.0220
O: -0.1787 4.9746 12.2172
C: -0.3105 2.6768 13.4975
H: 0.9217 1.0802 14.3133
H: 0.2659 0.7539 12.7027
H: 2.4510 2.7692 13.4122
H: 2.6194 1.3732 12.3487
H: 2.0831 3.8705 11.3639
H: 1.3713 2.4232 10.5955
H: -1.3327 2.3384 13.6656
H: -0.0058 3.3626 14.2909



# 3
The following is a DFT calculation (ωB97M-V/def2-TZVPD) of C37H54CaN8O4PS3 as an isolated structure.

Results
- Net charge: +1
- Frontier orbital gap: 7.36 eV
- LUMO: -2.617 eV
- ΔE to the lowest compared entry with this formula, charge and spin: 0.0 kJ/mol
- Calculated total energy: -4395.0238 Eh

Atoms and positions in Å:
Ca: -0.6438 -0.3280 0.0105
C: 0.6944 1.2319 -4.2887
O: -0.7218 1.4847 -4.0666
C: -1.0265 0.8887 -2.9121
N: -0.1054 0.2978 -2.2650
C: 1.1541 0.5116 -3.0030
C: 1.9537 -0.7433 -3.2647
C: 1.6635 -1.9622 -2.6646
C: 2.4441 -3.0834 -2.9188
C: 3.5311 -2.9995 -3.7740
C: 3.8278 -1.7866 -4.3803
C: 3.0427 -0.6723 -4.1307
C: -2.4426 0.9872 -2.4826
C: -3.3959 1.5677 -3.3052
C: -4.7077 1.6023 -2.8629
C: -5.0184 1.0407 -1.6364
C: -3.9919 0.4783 -0.8917
N: -2.7255 0.4642 -1.2890
C: -4.2550 -0.1942 0.3984
N: -3.3965 -0.8659 1.0478
C: -4.0833 -1.3357 2.2815
C: -5.5482 -0.9178 2.0611
O: -5.5006 -0.0792 0.8757
C: -3.8948 -2.8183 2.4953
C: -3.2648 -3.2897 3.6396
C: -3.0944 -4.6548 3.8369
C: -3.5477 -5.5576 2.8873
C: -4.1758 -5.0939 1.7372
C: -4.3454 -3.7314 1.5438
H: 1.1762 2.1926 -4.4473
H: 0.7830 0.6104 -5.1781
H: 1.7558 1.1867 -2.3907
H: 0.8154 -2.0546 -1.9992
H: 2.1982 -4.0304 -2.4520
H: 4.1395 -3.8723 -3.9734
H: 4.6746 -1.7066 -5.0498
H: 3.2961 0.2693 -4.6079
H: -3.1035 1.9799 -4.2601
H: -5.4803 2.0523 -3.4723
H: -6.0275 1.0305 -1.2507
H: -3.6456 -0.8000 3.1224
H: -5.9639 -0.3258 2.8701
H: -6.2014 -1.7598 1.8414
H: -2.9063 -2.5796 4.3767
H: -2.6109 -5.0140 4.7368
H: -3.4213 -6.6209 3.0445
H: -4.5424 -5.7958 0.9979
H: -4.8391 -3.3737 0.6442
N: 1.3933 -1.6111 0.7935
C: 1.1645 -3.0541 0.9729
C: -0.2981 -3.3241 1.2539
N: -1.1356 -2.8856 0.1231
C: -1.3464 -3.9570 -0.8619
C: -1.7481 -3.4532 -2.2319
N: -2.9953 -2.6912 -2.1396
H: 2.2139 -1.4318 0.2247
H: 1.5926 -1.1534 1.6778
H: 1.7753 -3.4745 1.7760
H: 1.4681 -3.5581 0.0522
H: -0.6020 -2.7682 2.1427
H: -0.4531 -4.3872 1.4727
H: -2.0416 -2.6071 0.4974
H: -2.1114 -4.6570 -0.5010
H: -0.4245 -4.5374 -0.9411
H: -1.8188 -4.3183 -2.9018
H: -0.9719 -2.7991 -2.6371
H: -3.7543 -3.3074 -1.8669
H: -3.2501 -2.3200 -3.0473
C: 0.9491 5.3091 2.2265
C: 1.8822 5.2237 1.0366
C: 3.0234 6.2117 1.1359
O: 2.4872 3.8953 1.0008
P: 1.9718 2.7686 -0.0249
S: 3.1310 1.2146 0.2065
S: 0.0126 2.4916 0.2455
O: 2.0935 3.4494 -1.4771
C: 3.4049 3.8382 -1.9920
C: 3.8543 2.7909 -2.9897
C: 3.2472 5.2022 -2.6259
H: 0.5020 6.3033 2.2806
H: 1.5031 5.1398 3.1532
H: 0.1466 4.5767 2.1430
H: 1.3215 5.3639 0.1094
H: 3.6314 5.9900 2.0147
H: 2.6337 7.2267 1.2352
H: 3.6697 6.1769 0.2599
H: 4.1036 3.8807 -1.1529
H: 3.1256 2.7306 -3.8049
H: 3.9516 1.8145 -2.5172
H: 4.8140 3.0717 -3.4284
H: 2.5937 5.1414 -3.4987
H: 4.2166 5.5833 -2.9506
H: 2.8079 5.9135 -1.9274
S: -0.9683 -0.0431 2.9629
C: 0.5485 0.3826 3.6572
N: 1.2156 1.4585 3.2756
C: 2.5527 1.8092 3.7568
C: 3.2695 0.5605 4.2307
C: 2.3851 -0.1830 5.2151
N: 1.0827 -0.4137 4.5946
H: 0.8166 1.9630 2.4863
H: 2.4677 2.5376 4.5678
H: 3.0802 2.2779 2.9299
H: 4.2129 0.8267 4.7056
H: 3.4942 -0.0756 3.3704
H: 2.2683 0.3928 6.1368
H: 2.8095 -1.1507 5.4785
H: 0.5078 -1.1845 4.8842